The following is a DFT calculation (ωB97M-V with the def2-TZVPD basis set) of a structure of composition C45H47AsGeN2OPReS.

Structure (XYZ):
```
100
Properties=species:S:1:pos:R:3:lowdin_charge:R:1
Re 0.727 0.324 1.343 0.899
As 3.292 0.229 1.533 0.975
Ge -1.252 2.493 -0.350 0.963
S 1.589 -0.147 -1.341 0.660
P -0.506 -2.097 1.674 1.059
O 1.593 0.564 4.030 -0.029
N 0.001 -0.215 -3.456 0.054
N 2.271 -0.073 -3.845 0.020
C 1.666 -3.181 0.410 -0.154
C -3.861 6.469 -0.057 -0.080
C -2.862 -1.171 -1.856 -0.089
C -2.298 1.134 -1.389 -0.269
C -1.802 -2.750 4.118 -0.066
C 1.005 -3.116 1.637 -0.391
C -4.046 0.597 -2.961 -0.077
C 3.030 3.859 -1.957 -0.081
C 2.105 -0.174 -5.280 -0.162
C -2.320 4.154 -0.212 -0.285
C -3.585 4.123 0.361 -0.121
C -1.350 -1.574 6.174 -0.050
C 3.318 -4.619 1.373 -0.080
C 2.057 3.477 -2.864 -0.088
C 2.670 -4.547 2.597 -0.076
C -0.479 -0.733 5.512 -0.004
C -2.100 -0.228 -1.180 -0.185
C 3.921 1.869 2.376 -0.266
C 2.819 -3.930 0.279 -0.076
C 0.816 3.067 -2.408 -0.143
C -4.351 5.271 0.440 -0.084
C -1.543 -4.488 0.535 -0.066
C -0.811 1.538 1.350 -0.362
C 4.117 -1.062 2.744 -0.254
C -3.839 -0.755 -2.747 -0.073
C -4.148 -3.521 0.624 -0.074
C 2.771 3.812 -0.597 -0.091
C -3.896 -4.797 0.141 -0.068
C 4.585 0.136 0.074 -0.311
C 1.514 -3.795 2.737 -0.069
C -0.923 -1.913 3.439 -0.309
C -3.279 1.534 -2.289 -0.101
C -2.594 6.513 -0.616 -0.080
C -1.828 5.362 -0.689 -0.105
C 1.536 3.377 -0.145 -0.156
C -2.594 -5.269 0.085 -0.067
C 0.670 0.024 3.466 -0.474
C 0.788 0.492 -5.662 -0.147
C -3.106 -2.733 1.073 -0.128
C -0.268 -0.886 4.140 -0.219
C 1.242 -0.127 -2.990 -0.769
C -1.799 -3.223 1.056 -0.361
C 0.545 3.009 -1.049 -0.343
C -0.336 -0.167 -4.867 -0.152
C -2.017 -2.570 5.474 -0.052
H -2.327 -3.535 3.590 0.109
H -1.340 -0.535 -0.463 0.012
H 3.327 -3.977 -0.672 0.110
H -4.814 0.922 -3.647 0.108
H 4.217 -5.206 1.273 0.109
H 0.844 1.556 -5.423 0.112
H 5.585 0.289 0.483 0.036
H -1.274 0.381 -4.972 0.125
H -2.204 7.446 -0.998 0.106
H -1.516 -1.458 7.233 0.112
H 0.040 0.056 6.033 0.122
H 3.993 4.201 -2.308 0.106
H -0.837 5.402 -1.124 0.094
H 4.379 0.911 -0.664 0.005
H -4.438 -1.484 -3.272 0.107
H 3.529 4.147 0.100 0.100
H -0.505 -1.185 -5.237 0.128
H -2.703 -2.227 -1.688 0.102
H -4.463 7.364 -0.008 0.106
H 5.186 -0.847 2.796 0.039
H -2.705 -3.222 5.990 0.112
H 3.458 1.993 3.354 0.025
H 0.043 2.768 -3.103 0.097
H 1.010 -3.728 3.692 0.110
H -4.709 -5.417 -0.204 0.109
H 2.106 -1.227 -5.590 0.129
H -1.440 1.867 2.183 -0.017
H 3.979 -2.079 2.379 0.005
H -0.756 -0.272 -2.778 0.081
H 3.670 2.732 1.762 -0.003
H -3.970 3.189 0.745 0.101
H 3.692 -0.983 3.745 0.033
H -0.534 -4.870 0.489 0.104
H -2.393 -6.251 -0.314 0.109
H -5.333 5.236 0.887 0.105
H 4.545 -0.837 -0.416 0.016
H 5.005 1.817 2.493 0.040
H 2.274 3.511 -3.923 0.102
H 0.603 0.380 -6.729 0.123
H -3.287 -1.731 1.438 0.117
H 1.325 3.326 0.922 0.085
H 3.202 -0.049 -3.463 0.131
H 1.272 -2.632 -0.435 0.041
H 2.941 0.322 -5.773 0.127
H -5.155 -3.137 0.637 0.112
H -3.442 2.589 -2.461 0.103
H 3.064 -5.078 3.449 0.111
```

Properties
LUMO (spin up / spin down) (eV): -2.546 / -3.153
HOMO energy (spin up / spin down) (eV): -9.26 / -10.68
Multiplicity: 4
Net charge: +1
Gap between HOMO and LUMO (spin up / spin down) (eV): 6.7 / 7.5
Electronic energy (eV): -192057.32638

The following is a DFT calculation (ωB97M-V with the def2-TZVPD basis set) of a cluster of 2 separate species, C4H15N2O in total.

Structure (XYZ):
```
22
Properties=species:S:1:pos:R:3:lowdin_charge:R:1
O 2.484 -2.474 0.346 -0.044
N -1.229 1.379 -1.793 -0.005
N 1.631 0.180 0.703 0.179
C -1.120 -0.497 -0.194 -0.190
C 0.486 1.179 0.834 -0.130
C -0.856 0.446 1.001 -0.161
C -1.797 0.103 -1.393 -0.292
H -1.590 1.243 1.100 0.127
H 0.471 1.719 -0.107 0.107
H 2.469 0.580 1.101 0.164
H 2.129 -3.110 0.975 0.061
H -1.721 -1.314 0.185 0.115
H -0.806 -0.169 1.902 0.118
H -1.859 1.813 -2.460 0.085
H 1.354 -0.692 1.153 0.127
H 0.738 1.782 1.696 0.129
H 1.863 -0.112 -0.242 0.151
H -1.674 -0.539 -2.272 0.118
H 3.434 -2.638 0.286 0.066
H -0.212 -1.044 -0.464 0.101
H -2.890 0.173 -1.373 0.119
H -1.305 1.992 -0.984 0.051
```

Properties
LUMO (eV): -3.249
HOMO energy (eV): -12.81
Energy relative to the best compared isomer or geometry (same formula, charge and spin) (kJ/mol): 106.7
Net charge: +1
Gap between HOMO and LUMO (eV): 9.6
Electronic energy (eV): -9412.55641

The following is a DFT calculation (ωB97M-V with the def2-TZVPD basis set) of a structure of composition C4H6FNOS.

Structure (XYZ):
```
14
Properties=species:S:1:pos:R:3:lowdin_charge:R:1
S 0.315 2.406 0.097 0.876
F 0.247 -1.280 1.784 -0.013
O -0.185 -0.537 -1.561 0.020
N -1.289 1.825 0.494 -0.188
C -0.026 -1.515 0.460 -0.154
C 1.110 0.894 0.078 -0.476
C -1.231 0.616 0.174 -0.261
C 0.032 -0.200 -0.206 -0.563
H 0.680 -2.192 -0.088 0.158
H 1.799 0.692 0.957 0.103
H -1.107 -1.769 0.393 0.136
H 1.909 0.775 -0.784 0.132
H -2.176 -0.030 0.152 0.149
H -0.077 0.315 -1.949 0.082
```

Properties
LUMO (eV): 0.621
HOMO energy (eV): -8.85
Energy relative to the best compared isomer or geometry (same formula, charge and spin) (kJ/mol): 229.7
Net charge: 0
Gap between HOMO and LUMO (eV): 9.5
Electronic energy (eV): -21333.52460

Calculated strongest force on any atom (eV/A), listed in the same order as above: 2.62; 1.94; 5.57